1.
C36H35ClNO6P2RhSTe | wB97M-V/def2-TZVPD

XYZ file:
```
84
Properties=species:S:1:pos:R:3:lowdin_charge:R:1
Rh 1.635 -0.956 -1.122 0.745
Te -3.092 -1.107 -0.646 1.285
C -4.197 0.068 0.759 -0.531
C -4.747 -0.505 1.900 -0.141
C -5.475 0.286 2.782 -0.180
N -5.689 1.589 2.611 0.029
C -5.159 2.132 1.513 -0.169
C -4.428 1.424 0.567 -0.132
C -1.149 -0.452 -0.181 -0.889
P -0.182 0.604 -1.313 0.914
C -1.535 1.216 -2.413 -0.349
C -2.038 0.395 -3.425 -0.163
C -3.042 0.842 -4.268 -0.093
C -3.574 2.117 -4.113 -0.112
C -3.071 2.944 -3.122 -0.101
C -2.046 2.500 -2.287 -0.086
C 0.108 2.095 -0.249 -0.323
C -0.833 2.484 0.704 -0.134
C -0.636 3.614 1.489 -0.095
C 0.524 4.366 1.344 -0.108
C 1.475 3.977 0.411 -0.101
C 1.270 2.851 -0.379 -0.088
P 0.042 -1.661 0.378 0.829
C 0.488 -1.335 2.142 -0.365
C 0.103 -0.191 2.820 -0.081
C 0.479 0.003 4.147 -0.086
C 1.259 -0.939 4.800 -0.112
C 1.671 -2.081 4.119 -0.095
C 1.286 -2.275 2.800 -0.102
C -0.846 -3.233 0.664 -0.403
C -0.566 -4.345 -0.121 -0.073
C -1.183 -5.566 0.142 -0.092
C -2.071 -5.679 1.196 -0.109
C -2.344 -4.567 1.992 -0.096
C -1.735 -3.352 1.728 -0.137
H -4.602 -1.560 2.102 0.078
H -5.909 -0.149 3.679 0.091
H -5.335 3.197 1.383 0.095
H -4.036 1.928 -0.312 0.084
H -1.606 -0.583 -3.566 0.094
H -3.405 0.194 -5.057 0.096
H -4.362 2.467 -4.771 0.087
H -3.464 3.947 -2.994 0.092
H -1.651 3.173 -1.538 0.097
H -1.730 1.888 0.830 0.076
H -1.390 3.904 2.214 0.094
H 0.684 5.248 1.954 0.088
H 2.387 4.554 0.298 0.100
H 2.002 2.550 -1.118 0.098
H -0.491 0.553 2.301 0.080
H 0.159 0.898 4.670 0.095
H 1.554 -0.781 5.830 0.088
H 2.298 -2.815 4.613 0.093
H 1.620 -3.156 2.260 0.115
H 0.140 -4.242 -0.940 0.103
H -0.957 -6.431 -0.471 0.096
H -2.546 -6.629 1.410 0.089
H -3.032 -4.651 2.826 0.094
H -1.959 -2.484 2.338 0.104
O 4.281 -2.876 -1.404 -0.382
S 3.479 -2.320 -2.492 0.277
O 3.963 -2.665 -3.813 -0.352
O 2.035 -2.742 -2.298 -0.455
O 3.390 -0.783 -2.334 -0.464
C 4.179 1.763 1.194 -0.094
C 3.976 0.679 0.129 -0.486
C 5.244 -0.169 0.036 -0.096
C 2.738 -0.148 0.472 -0.196
H 5.076 2.358 0.978 0.071
H 4.304 1.300 2.181 0.076
H 3.324 2.433 1.247 0.037
H 3.829 1.168 -0.838 0.109
H 5.539 -0.516 1.036 0.075
H 6.072 0.417 -0.381 0.073
H 5.085 -1.039 -0.595 0.031
H 2.019 0.484 0.990 0.028
H 2.982 -1.003 1.107 0.064
Cl 2.722 2.371 -5.398 0.492
C 2.377 0.717 -4.772 -0.475
C 1.243 0.651 -3.761 -0.746
O 1.042 1.643 -2.998 -0.132
O 0.613 -0.427 -3.725 -0.068
H 3.260 0.346 -4.258 0.058
H 2.156 0.076 -5.615 0.073
```

## Properties
Highest occupied orbital energy   -2.3 eV
ΔE to the lowest compared entry with this formula, charge and spin   2.783 eV
LUMO energy   3.8 eV
Charge   -2

---

2.
C36H35F13NO12PS | wB97M-V/def2-TZVPD

XYZ file:
```
99
Properties=species:S:1:pos:R:3:lowdin_charge:R:1
C 2.480 -0.282 2.405 0.011
C 4.013 -0.036 2.118 -0.483
O 4.795 -0.714 2.737 0.093
O 4.420 0.915 1.187 -0.047
C 4.995 0.180 0.070 -0.174
C 5.141 1.136 -1.188 -0.149
C 4.085 0.671 -2.270 -0.232
C 3.899 1.737 -3.417 -0.193
C 3.085 1.003 -4.599 -0.181
C 1.848 1.937 -4.958 -0.161
C 0.573 1.451 -4.207 -0.160
C 0.032 0.133 -4.588 0.036
C -1.174 -0.431 -4.005 -0.051
C -1.657 -1.828 -4.488 -0.359
O -2.633 -1.858 -5.188 0.154
N -0.989 -3.107 -4.201 0.187
C -0.398 -3.168 -2.898 -0.476
O 0.464 -3.970 -2.709 0.144
F -0.799 -2.399 -1.836 0.105
C -1.908 0.319 -2.981 -0.003
C -1.341 1.617 -2.577 -0.031
C -0.129 2.191 -3.159 0.060
C -2.110 2.442 -1.485 -0.246
O -1.988 3.650 -1.564 0.089
C -2.978 1.716 -0.439 0.007
C -3.230 2.283 0.895 -0.103
C -2.625 3.624 1.394 -0.122
C -3.325 4.914 0.822 -0.177
O -2.632 6.140 1.098 -0.118
C -1.366 6.205 0.463 -0.101
C -1.267 7.343 -0.629 -0.475
F -0.275 6.924 -1.527 0.061
F -2.396 7.496 -1.375 0.133
F -0.797 8.522 -0.105 0.108
C -4.120 1.498 1.790 -0.221
P -4.605 2.068 3.505 0.731
O -5.799 2.988 3.348 -0.470
C -4.685 0.209 1.371 -0.008
C -4.395 -0.368 0.035 -0.104
C -5.022 -1.755 -0.273 -0.101
C -4.705 -2.756 0.943 -0.068
C -4.743 -4.263 0.494 -0.359
F -5.975 -4.539 -0.110 0.082
F -4.709 -5.024 1.654 0.086
C -3.632 -4.654 -0.565 -0.277
F -2.628 -3.705 -0.487 0.099
F -4.148 -4.620 -1.848 0.127
C -2.977 -6.077 -0.365 -0.258
F -2.458 -6.438 -1.609 0.109
F -3.882 -7.063 -0.059 0.143
C -1.718 -6.080 0.615 -0.436
F -0.558 -5.811 -0.055 0.151
F -1.875 -5.276 1.702 0.151
F -1.574 -7.365 1.092 0.132
C -3.548 0.406 -0.859 0.018
C -3.228 -0.128 -2.297 -0.246
O -3.978 -0.843 -2.919 0.125
H 2.254 -0.095 3.489 0.090
H 2.208 -1.354 2.189 0.094
H 1.823 0.358 1.760 0.077
H 6.025 -0.173 0.337 0.128
H 4.330 -0.705 -0.156 0.134
H 4.881 2.200 -0.917 0.124
H 6.153 1.059 -1.669 0.119
H 3.082 0.441 -1.824 0.119
H 4.500 -0.263 -2.753 0.122
H 4.853 2.087 -3.886 0.114
H 3.300 2.613 -3.034 0.109
H 3.715 0.825 -5.505 0.110
H 2.688 0.023 -4.211 0.095
H 2.056 3.028 -4.807 0.116
H 1.639 1.788 -6.059 0.118
H 0.574 -0.458 -5.361 0.128
H -0.198 -3.177 -4.852 0.157
H 0.302 3.178 -2.850 0.129
H -1.514 3.585 1.185 0.126
H -2.699 3.682 2.518 0.085
H -4.323 4.993 1.346 0.142
H -3.554 4.880 -0.272 0.126
H -1.036 5.264 -0.042 0.111
H -0.576 6.443 1.234 0.151
H -5.041 0.919 4.223 0.020
H -3.580 2.808 4.154 0.016
H -5.348 -0.364 2.066 0.108
H -4.631 -2.252 -1.193 0.095
H -6.142 -1.736 -0.377 0.143
H -5.548 -2.658 1.687 0.133
H -3.732 -2.524 1.441 0.135
C 6.808 -1.263 5.487 -0.172
C 6.131 -2.598 5.723 -0.172
O 6.851 -3.187 6.809 -0.192
S 7.376 -2.018 7.793 0.624
O 6.461 -1.896 8.876 -0.224
O 8.774 -2.189 7.986 -0.221
O 7.139 -0.774 6.790 -0.190
H 7.736 -1.384 4.923 0.136
H 6.160 -0.559 4.969 0.117
H 6.163 -3.242 4.846 0.136
H 5.092 -2.465 6.037 0.134
```

## Properties
Highest occupied orbital energy   -10.0 eV
SMILES   CC(=O)OCCCCCCc1cc(C(=O)NC(=O)F)c2c(c1)C(=O)c1c(CCOCC(F)(F)F)c([PH2]=O)cc(CCC(F)(F)C(F)(F)C(F)(F)C(F)(F)F)c1C2=O.O=S1(=O)OCCO1
LUMO energy   -1.8 eV
Charge   0

---

Number 1: E_tot -103913.17692 eV. Number 2: E_tot -119406.74544 eV.